(1)
Molecular formula: C25H46B2F8NO12
Method: DFT, wB97M-V/def2-TZVPD

```
94
Properties=species:S:1:pos:R:3:lowdin_charge:R:1
N 2.367 -4.034 0.890 0.124
B 3.012 -2.650 0.718 -0.366
O 2.863 -1.639 1.819 -0.031
C 3.852 -2.202 -0.644 -0.149
O 4.062 -3.467 -1.421 -0.139
B 3.020 -3.490 -2.490 -0.664
O 2.503 -2.098 -2.640 -0.120
C 3.160 -1.167 -1.710 -0.229
C 2.369 0.163 -1.168 -0.087
C 0.992 0.533 -1.977 -0.194
O -0.008 -0.543 -1.922 -0.190
C -0.824 -0.451 -0.666 -0.058
C -2.376 -0.251 -1.152 -0.128
F -2.435 0.056 -2.627 0.002
F -2.856 1.018 -0.486 -0.046
C -3.415 -1.425 -0.680 -0.119
F -4.692 -1.329 -1.473 0.008
F -3.777 -1.220 0.746 0.025
C -2.866 -2.959 -0.838 -0.113
F -2.202 -3.394 0.434 0.014
F -4.096 -3.830 -0.948 -0.006
C -1.988 -3.255 -2.189 -0.023
F -0.547 -3.482 -1.801 -0.002
F -2.419 -4.558 -2.820 -0.040
H 1.453 -3.998 0.361 0.079
H 2.088 -4.076 1.895 0.052
H 1.908 -1.324 1.820 0.082
H 4.949 -1.872 -0.327 0.150
H 2.134 -4.214 -2.165 0.033
H 3.434 -3.882 -3.525 0.042
H 4.020 -0.715 -2.392 0.149
H 3.107 1.090 -1.289 0.112
H 2.094 0.124 -0.013 0.107
H 1.200 0.781 -3.123 0.148
H 0.591 1.559 -1.516 0.130
H -0.429 0.425 0.042 0.158
H -0.612 -1.459 -0.092 0.147
H -2.092 -2.448 -3.031 0.188
O 2.595 2.285 -2.650 0.010
C 2.354 3.459 -2.918 -0.464
O 2.020 4.327 -1.936 0.002
C 1.890 5.750 -2.115 -0.228
C 0.511 6.106 -2.635 -0.069
C 2.335 3.929 -4.342 0.015
H 2.695 6.142 -2.743 0.113
H 2.026 6.198 -1.125 0.124
H 0.324 5.663 -3.616 0.067
H 0.400 7.190 -2.718 0.081
H -0.262 5.721 -1.962 0.084
H 1.371 3.676 -4.790 0.101
H 3.135 3.416 -4.887 0.100
H 2.524 4.994 -4.457 0.067
O 1.898 -6.233 -1.490 0.074
C 2.589 -7.233 -1.663 -0.486
O 2.976 -7.584 -2.911 -0.001
C 3.924 -8.628 -3.208 -0.233
C 3.243 -9.981 -3.245 -0.081
C 2.938 -8.130 -0.514 0.000
H 4.771 -8.597 -2.516 0.113
H 4.328 -8.403 -4.200 0.121
H 2.806 -10.240 -2.277 0.063
H 3.956 -10.763 -3.522 0.074
H 2.423 -9.977 -3.971 0.081
H 2.099 -8.801 -0.315 0.090
H 3.122 -7.507 0.368 0.093
H 3.844 -8.713 -0.668 0.061
O -3.343 7.534 1.794 0.075
C -3.886 6.434 1.734 -0.508
O -3.171 5.310 1.967 -0.016
C -3.740 3.992 2.094 -0.228
C -3.937 3.355 0.732 -0.065
C -5.319 6.310 1.313 0.003
H -4.658 4.017 2.688 0.117
H -3.018 3.400 2.665 0.106
H -4.638 3.926 0.117 0.073
H -4.320 2.336 0.836 0.079
H -2.989 3.323 0.184 0.082
H -5.378 6.347 0.223 0.099
H -5.878 7.152 1.736 0.094
H -5.809 5.409 1.675 0.069
O -0.057 2.106 8.185 0.080
C -0.965 2.583 7.508 -0.505
O -0.750 2.907 6.213 -0.001
C -1.781 3.304 5.289 -0.233
C -2.073 4.786 5.411 -0.056
C -2.293 2.900 8.126 0.000
H -2.674 2.684 5.407 0.115
H -1.392 3.097 4.287 0.118
H -2.447 5.043 6.406 0.069
H -2.819 5.094 4.672 0.066
H -1.160 5.371 5.256 0.094
H -2.231 3.863 8.638 0.097
H -2.532 2.117 8.854 0.094
H -3.118 2.916 7.416 0.067
```

Values from the calculation:
charge = -1
LUMO energy = 1.7032 eV
F_max = 0.101 Eh/bohr
HOMO energy = -2.670 eV
ΔE to the lowest compared entry with this formula, charge and spin = 489.61 kJ/mol
Kohn-Sham gap = 4.373 eV
total energy = -75818.5940 eV

=====

(2)
Molecular formula: C4H7NO3
Method: DFT, wB97M-V/def2-TZVPD

```
15
Properties=species:S:1:pos:R:3:lowdin_charge:R:1
N 2.325 -1.042 0.993 0.187
C 1.658 -1.914 0.221 -0.638
O 1.901 -3.086 0.111 0.076
O 0.773 -1.263 -0.646 0.052
H 3.039 -1.387 1.607 0.118
H 2.021 -0.082 1.058 0.066
H 0.587 -1.857 -1.388 0.118
C -2.495 1.237 -0.138 -0.093
C -1.113 1.379 -0.714 -0.153
C -0.015 1.356 -0.025 -0.207
O 0.886 1.517 0.711 0.140
H -3.078 2.139 -0.325 0.073
H -3.007 0.404 -0.620 0.071
H -2.449 1.059 0.933 0.078
H -1.033 1.538 -1.778 0.112
```

Values from the calculation:
LUMO energy = 0.6230 eV
F_max = 0.038 Eh/bohr
HOMO energy = -8.986 eV
ΔE to the lowest compared entry with this formula, charge and spin = 142.24 kJ/mol
structure (SMILES) = NC(=O)O.CC=C=O
Kohn-Sham gap = 9.609 eV
total energy = -11893.8033 eV

=====

(3)
Molecular formula: C5H6O
Method: DFT, wB97M-V/def2-TZVPD

```
12
Properties=species:S:1:pos:R:3:lowdin_charge:R:1
C -2.838 -0.147 0.273 -0.106
C -1.376 0.102 0.264 -0.063
C -0.174 0.307 0.285 0.020
C 1.236 0.536 -0.042 -0.217
C 2.714 -0.254 0.444 -0.097
O 1.893 -0.539 -0.623 -0.074
H -3.165 -0.730 -0.599 0.078
H -3.144 -0.712 1.162 0.075
H -3.411 0.789 0.265 0.076
H 1.956 1.308 0.271 0.110
H 2.643 -0.737 1.404 0.087
H 3.739 -0.011 0.101 0.112
```

Values from the calculation:
LUMO energy = 0.9387 eV
F_max = 0.048 Eh/bohr
HOMO energy = -8.087 eV
ΔE to the lowest compared entry with this formula, charge and spin = 510.34 kJ/mol
structure (SMILES) = CC#C[C@H]1CO1
Kohn-Sham gap = 9.025 eV
total energy = -7323.9952 eV

=====

(4)
Molecular formula: C4H10NO2
Method: DFT, wB97M-V/def2-TZVPD

```
17
Properties=species:S:1:pos:R:3:lowdin_charge:R:1
N -1.340 0.770 -0.073 0.245
C -0.235 -0.003 0.645 -0.253
C -0.118 -1.332 -0.078 -0.224
O -1.294 -2.026 0.217 -0.025
C 1.029 0.811 0.593 -0.099
C 1.584 0.926 -0.824 -0.202
O 0.893 1.428 -1.675 0.068
H -1.488 1.642 0.434 0.177
H -1.045 0.986 -1.034 0.151
H -2.216 0.247 -0.052 0.171
H -0.590 -0.188 1.653 0.167
H -0.023 -1.168 -1.156 0.136
H 0.789 -1.843 0.262 0.149
H -1.286 -2.931 -0.120 0.121
H 1.774 0.355 1.237 0.131
H 0.989 1.820 1.009 0.141
H 2.576 0.506 -1.039 0.144
```

Values from the calculation:
charge = +1
LUMO energy = -3.4281 eV
F_max = 0.027 Eh/bohr
HOMO energy = -14.571 eV
ΔE to the lowest compared entry with this formula, charge and spin = 127.46 kJ/mol
structure (SMILES) = [NH3+][C@@H](CO)CC=O
Kohn-Sham gap = 11.143 eV
total energy = -9888.2669 eV

=====

(5)
Molecular formula: C13H19N3O3S
Method: DFT, wB97M-V/def2-TZVPD

```
39
Properties=species:S:1:pos:R:3:lowdin_charge:R:1
O -0.274 3.356 0.870 0.078
C 0.923 3.125 0.947 -0.379
N 1.573 2.188 0.190 0.097
C 1.039 1.341 -0.776 -0.826
S 2.078 0.272 -1.485 0.673
N -0.253 1.476 -1.050 0.023
C -1.002 0.652 -1.965 -0.201
C -2.103 -0.114 -1.232 -0.154
C -1.515 -1.275 -0.421 -0.201
N -1.016 -2.291 -1.331 -0.171
C 0.251 -2.904 -0.972 -0.175
C 0.096 -3.949 0.138 -0.189
O -0.829 -4.950 -0.237 -0.137
C -2.087 -4.390 -0.544 -0.197
C -1.977 -3.332 -1.652 -0.158
C 1.800 3.837 1.874 -0.187
C 1.500 4.832 2.773 0.021
C 2.712 5.163 3.410 -0.041
C 3.659 4.351 2.858 -0.094
O 3.124 3.548 1.933 0.052
H 2.569 2.067 0.336 0.115
H -0.761 2.170 -0.503 0.120
H -1.439 1.296 -2.735 0.123
H -0.317 -0.058 -2.433 0.076
H -2.645 0.565 -0.570 0.112
H -2.803 -0.510 -1.967 0.108
H -2.282 -1.660 0.266 0.115
H -0.688 -0.899 0.186 0.118
H 0.960 -2.130 -0.677 0.063
H 0.636 -3.398 -1.869 0.128
H 1.039 -4.464 0.326 0.124
H -0.240 -3.463 1.069 0.124
H -2.720 -5.220 -0.862 0.123
H -2.522 -3.940 0.364 0.116
H -2.955 -2.883 -1.836 0.118
H -1.637 -3.820 -2.571 0.126
H 0.532 5.257 2.939 0.122
H 2.862 5.900 4.171 0.106
H 4.713 4.256 3.037 0.128
```

Values from the calculation:
LUMO energy = 0.0152 eV
F_max = 0.027 Eh/bohr
HOMO energy = -7.977 eV
ΔE to the lowest compared entry with this formula, charge and spin = 136.88 kJ/mol
structure (SMILES) = O=C(NC(=S)NCCCN1CCOCC1)c1ccco1
Kohn-Sham gap = 7.992 eV
total energy = -35237.1485 eV

=====

(6)
Molecular formula: CHN4S2
Method: DFT, wB97M-V/def2-TZVPD

```
8
Properties=species:S:1:pos:R:3:lowdin_charge:R:1
C 1.136 0.222 0.080 -0.378
N 0.579 0.959 1.072 -0.030
N -0.707 0.836 1.136 -0.152
N 0.393 -0.492 -0.679 -0.616
N -1.300 0.103 0.330 -0.692
S 0.413 -1.486 -1.923 0.383
S -2.727 -0.435 -0.025 0.406
H 2.213 0.293 0.010 0.080
```

Values from the calculation:
charge = -1
LUMO energy (alpha / beta) = 3.7042 / 2.3284 eV
F_max = 0.072 Eh/bohr
HOMO energy (alpha / beta) = -2.211 / -3.312 eV
ΔE to the lowest compared entry with this formula, charge and spin = 79.83 kJ/mol
Kohn-Sham gap (alpha / beta) = 5.915 / 5.641 eV
2S+1 = 3
total energy = -28680.7660 eV

=====

(7)
Molecular formula: CH5N3O
Method: DFT, wB97M-V/def2-TZVPD

```
10
Properties=species:S:1:pos:R:3:lowdin_charge:R:1
N 0.681 0.380 -1.637 0.021
N 0.254 0.460 -0.321 -0.064
C -0.403 -0.624 0.248 -0.622
N -0.653 -0.492 1.585 0.140
O -0.729 -1.631 -0.356 0.038
H 1.691 0.460 -1.680 0.084
H 0.223 1.067 -2.223 0.082
H 0.600 1.225 0.261 0.135
H -0.420 0.332 2.111 0.088
H -1.243 -1.178 2.011 0.099
```

Values from the calculation:
LUMO energy = 0.7776 eV
F_max = 0.015 Eh/bohr
HOMO energy = -9.734 eV
ΔE to the lowest compared entry with this formula, charge and spin = 0.00 kJ/mol
structure (SMILES) = NNC(N)=O
Kohn-Sham gap = 10.512 eV
total energy = -7635.6375 eV

=====

(8)
Molecular formula: C4H8O2
Method: DFT, wB97M-V/def2-TZVPD

```
14
Properties=species:S:1:pos:R:3:lowdin_charge:R:1
O 1.979 0.766 -0.674 -0.057
C 1.250 -0.216 0.052 -0.214
C -0.193 0.144 0.550 -0.240
C -0.926 0.821 -0.577 -0.162
O -1.495 -0.440 -0.990 -0.106
C -1.152 -1.025 0.277 -0.165
H 2.648 1.211 -0.142 0.091
H 1.610 -0.447 1.038 0.110
H 1.189 -1.067 -0.644 0.131
H -0.261 0.576 1.566 0.141
H -1.684 1.553 -0.283 0.121
H -0.228 1.248 -1.302 0.113
H -2.031 -1.098 0.939 0.120
H -0.706 -2.027 0.189 0.118
```

Values from the calculation:
LUMO energy = 0.8067 eV
F_max = 0.034 Eh/bohr
HOMO energy = -9.611 eV
ΔE to the lowest compared entry with this formula, charge and spin = 253.35 kJ/mol
Kohn-Sham gap = 10.418 eV
total energy = -8370.6560 eV

=====

(9)
Molecular formula: C7H12
Method: DFT, wB97M-V/def2-TZVPD

```
19
Properties=species:S:1:pos:R:3:lowdin_charge:R:1
C -2.162 0.648 0.173 -0.076
C -1.296 -0.596 0.022 -0.332
C -0.207 -0.534 -1.090 -0.086
C 0.813 -0.208 -0.008 -0.446
C 2.304 -0.201 -0.094 -0.084
C 1.551 1.084 0.133 -0.097
C -0.150 -0.708 1.067 -0.085
H -2.908 0.716 -0.627 0.075
H -1.559 1.562 0.141 0.079
H -2.701 0.646 1.130 0.076
H -1.937 -1.483 -0.029 0.125
H -0.040 -1.525 -1.526 0.112
H -0.300 0.180 -1.914 0.113
H 2.749 -0.327 -1.078 0.101
H 2.896 -0.617 0.716 0.099
H 1.517 1.814 -0.673 0.102
H 1.580 1.505 1.135 0.101
H -0.244 -0.089 1.967 0.111
H 0.034 -1.744 1.365 0.111
```

Values from the calculation:
LUMO energy = 1.1412 eV
F_max = 0.005 Eh/bohr
HOMO energy = -9.817 eV
ΔE to the lowest compared entry with this formula, charge and spin = 123.80 kJ/mol
structure (SMILES) = CC1CC2(CC2)C1
Kohn-Sham gap = 10.958 eV
total energy = -7452.1483 eV

=====

(10)
Molecular formula: BrClIO3P
Method: DFT, wB97M-V/def2-TZVPD

```
7
Properties=species:S:1:pos:R:3:lowdin_charge:R:1
O 0.465 0.520 1.941 -0.322
O 0.378 -0.482 -0.525 -0.863
O -0.035 2.364 -0.495 -0.923
P 0.756 0.572 0.529 0.081
Cl -1.142 -1.311 -0.485 0.670
Br -1.687 2.060 -0.163 0.660
I 3.034 0.400 -0.114 0.698
```

Values from the calculation:
LUMO energy = -2.0345 eV
F_max = 0.105 Eh/bohr
HOMO energy = -9.427 eV
ΔE to the lowest compared entry with this formula, charge and spin = 226.18 kJ/mol
Kohn-Sham gap = 7.393 eV
total energy = -106093.5558 eV

=====

(11)
Molecular formula: C2H4O2
Method: DFT, wB97M-V/def2-TZVPD

```
8
Properties=species:S:1:pos:R:3:lowdin_charge:R:1
C 1.958 0.610 0.161 -0.183
O 2.062 1.534 0.883 0.028
H 2.320 -0.403 0.383 0.080
H 1.403 0.652 -0.790 0.071
C -1.489 -0.944 -0.625 -0.157
O -2.624 -1.168 -0.345 0.017
H -1.065 -1.085 -1.639 0.080
H -0.723 -0.572 0.085 0.064
```

Values from the calculation:
LUMO energy = 0.5957 eV
F_max = 0.037 Eh/bohr
HOMO energy = -10.477 eV
ΔE to the lowest compared entry with this formula, charge and spin = 241.78 kJ/mol
structure (SMILES) = C=O.C=O
Kohn-Sham gap = 11.073 eV
total energy = -6231.8015 eV

=====

(12)
Molecular formula: C3H10NO2
Method: DFT, wB97M-V/def2-TZVPD

```
16
Properties=species:S:1:pos:R:3:lowdin_charge:R:1
C -0.571 -0.478 0.215 -0.121
C 0.443 -0.897 1.305 -0.113
C 1.212 0.246 1.903 -0.184
O 1.444 1.278 1.294 0.047
N 0.090 0.375 -0.837 0.191
H -1.364 0.047 0.745 0.140
H -1.013 -1.344 -0.265 0.126
H 1.121 -1.674 0.952 0.138
H -0.184 -1.222 2.144 0.136
H 1.685 0.154 2.891 0.143
H -0.452 1.145 -1.176 0.151
H 0.458 -0.193 -1.583 0.157
H 0.833 0.883 -0.324 0.117
H -1.960 -0.462 -3.760 0.062
H -2.698 -0.171 -2.496 0.056
O -1.820 -0.419 -2.807 -0.047
```

Values from the calculation:
charge = +1
LUMO energy = -3.3881 eV
F_max = 0.033 Eh/bohr
HOMO energy = -14.685 eV
ΔE to the lowest compared entry with this formula, charge and spin = 77.60 kJ/mol
Kohn-Sham gap = 11.297 eV
total energy = -8851.5364 eV

=====

(13)
Molecular formula: C3H8N4O2
Method: DFT, wB97M-V/def2-TZVPD

```
17
Properties=species:S:1:pos:R:3:lowdin_charge:R:1
N 1.908 1.583 0.037 -0.012
N 0.741 0.938 -0.132 -0.075
C 0.838 -0.319 -0.319 -0.426
N 2.030 -1.017 -0.310 0.133
N -0.331 -1.091 -0.355 0.038
C -1.569 -0.879 0.342 -0.098
C -2.416 0.322 -0.197 -0.580
O -3.628 0.224 -0.210 0.070
O -1.764 1.391 -0.364 0.134
H 1.933 1.939 0.987 0.088
H 1.774 2.489 -0.418 0.092
H 2.099 -1.969 0.002 0.088
H 2.930 -0.514 -0.143 0.108
H -0.111 -2.100 -0.462 0.143
H -2.175 -1.748 0.294 0.109
H -1.470 -0.606 1.436 0.147
H -0.789 1.358 -0.188 0.042
```

Values from the calculation:
LUMO energy = 0.4736 eV
F_max = 0.072 Eh/bohr
HOMO energy = -9.004 eV
ΔE to the lowest compared entry with this formula, charge and spin = 112.97 kJ/mol
structure (SMILES) = N/N=C(\N)NCC(=O)O
Kohn-Sham gap = 9.477 eV
total energy = -13295.4484 eV

=====

(14)
Molecular formula: C7H16O
Method: DFT, wB97M-V/def2-TZVPD

```
24
Properties=species:S:1:pos:R:3:lowdin_charge:R:1
C 2.072 -1.444 0.683 -0.076
C 1.861 -0.123 -0.153 -0.204
C 0.966 -0.429 -1.374 -0.233
C -0.568 -0.494 -1.235 -0.122
C -0.660 1.964 -1.006 0.275
C -1.250 0.736 -0.747 -0.183
C -2.566 0.628 -0.089 0.013
H 3.061 -1.321 1.103 0.073
H 1.341 -1.602 1.468 0.060
H 2.061 -2.309 0.024 0.075
H 1.362 0.633 0.449 0.092
H 2.864 0.161 -0.451 0.111
H 1.229 0.063 -2.331 0.119
H 1.242 -1.412 -1.761 0.111
H -0.678 -1.362 -0.583 0.139
H -1.034 -0.807 -2.179 0.169
H -1.050 2.960 -0.835 0.122
H 0.274 1.945 -1.566 0.107
H -2.639 1.415 0.678 0.119
H -2.654 -0.324 0.423 0.102
H -3.361 0.897 -0.791 0.134
H -1.282 -0.276 3.268 0.007
H 0.137 0.159 3.287 0.040
O -0.726 0.343 3.719 -0.048
```

Values from the calculation:
charge = +1
LUMO energy (alpha / beta) = -4.7963 / -8.5498 eV
F_max = 0.047 Eh/bohr
HOMO energy (alpha / beta) = -14.626 / -14.625 eV
ΔE to the lowest compared entry with this formula, charge and spin = 71.11 kJ/mol
Kohn-Sham gap (alpha / beta) = 9.830 / 6.076 eV
2S+1 = 2
total energy = -9555.9386 eV

=====

(15)
Molecular formula: C3H10NO2
Method: DFT, wB97M-V/def2-TZVPD

```
16
Properties=species:S:1:pos:R:3:lowdin_charge:R:1
C 1.228 0.614 0.397 -0.306
C 0.843 -0.732 -0.247 -0.228
C -0.639 -0.699 -0.699 -0.526
O -1.467 0.010 0.068 -0.325
N 2.613 0.554 0.944 -0.040
H 0.370 0.841 1.035 0.090
H 1.261 1.405 -0.360 0.093
H 1.448 -0.790 -1.153 0.089
H 0.961 -1.493 0.525 0.094
H -0.947 -1.753 -0.873 0.078
H -0.595 -0.275 -1.738 0.083
H 3.031 -0.284 0.566 0.031
H 2.609 0.543 1.953 0.036
H -3.451 1.396 -0.040 0.003
H -3.250 0.021 -0.104 -0.005
O -4.015 0.643 -0.274 -0.167
```

Values from the calculation:
charge = -1
LUMO energy = 4.2793 eV
F_max = 0.032 Eh/bohr
HOMO energy = -3.032 eV
ΔE to the lowest compared entry with this formula, charge and spin = 74.76 kJ/mol
Kohn-Sham gap = 7.311 eV
total energy = -8858.0191 eV